40
Properties=species:S:1:pos:R:3:nbo_charge:R:1 method="wB97M-V/def2-TZVPD" homo_energy_ha="-0.581 / -0.581" homo_lumo_gap_ha="0.249 / 0.169" spin_multiplicity=3 de_lowest_kj_mol=136.6 charge=+2
C 2.682 -0.364 0.420 0.012
N 1.457 -0.486 -0.148 -0.369
N 1.545 -0.184 -1.476 -0.316
C 2.861 -0.113 -1.788 0.058
C 3.600 -0.204 -0.612 -0.306
B 0.325 0.133 -2.407 0.568
N -0.608 -1.103 -2.151 -0.343
N -0.872 -1.665 -0.902 -0.318
C -1.841 -2.586 -1.086 0.029
C -2.012 -2.815 -2.461 -0.313
C -1.204 -1.883 -3.103 0.064
Pt 0.039 -1.474 1.044 1.092
N -0.297 1.608 -2.117 -0.322
N -0.725 1.689 -0.842 -0.088
C -1.101 2.901 -0.533 -0.086
C -1.066 3.691 -1.702 -0.051
C -0.547 2.828 -2.708 0.192
H -1.371 3.078 0.498 0.261
H -0.329 2.990 -3.757 0.268
H -1.366 4.723 -1.738 0.275
H 0.682 0.152 -3.543 -0.009
H -0.996 -1.771 -4.164 0.265
H 3.172 0.006 -2.808 0.256
H -2.638 -3.572 -2.907 0.274
H 4.654 -0.137 -0.461 0.269
H -2.384 -3.024 -0.257 0.239
H 2.754 -0.377 1.498 0.236
H -1.797 -0.396 1.380 0.262
C -1.658 -1.351 1.963 -0.844
H -2.537 -2.006 1.752 0.267
H -0.665 -2.349 2.031 0.200
H -1.719 -1.059 3.034 0.263
C 0.707 -0.012 4.372 -0.887
S 0.279 1.299 3.216 2.291
O -1.146 1.567 3.391 -0.724
O 1.176 2.424 3.451 -0.649
O 0.563 0.648 1.854 -0.815
H -0.189 -0.331 4.912 0.278
H 1.455 0.358 5.078 0.295
H 1.117 -0.835 3.779 0.229

36
Properties=species:S:1:pos:R:3:lowdin_charge:R:1 method="wB97M-V/def2-TZVPD" homo_energy_ha="-0.563 / -0.563" homo_lumo_gap_ha="0.208 / 0.180" spin_multiplicity=1 de_lowest_kj_mol=0.0 charge=+2
H 1.002 3.408 0.105 0.101
N 0.475 1.862 -1.216 -0.132
B 0.087 0.407 -3.284 -0.489
N 0.464 1.729 -2.595 -0.009
C 0.871 2.878 -3.162 -0.013
Pb 0.592 0.575 0.824 1.566
H 0.897 2.970 -4.233 0.142
C 1.177 3.778 -2.144 -0.010
H 1.545 4.765 -2.299 0.109
C 0.904 3.111 -0.932 -0.140
H 0.300 0.462 -4.438 0.125
C -0.915 -1.874 1.314 -0.076
H -0.836 -2.198 2.350 0.058
H -0.103 -2.430 0.866 0.028
H -1.728 -2.109 0.591 0.055
N -1.407 0.016 -2.997 0.037
N 1.024 -0.675 -2.717 -0.026
N -1.800 -0.150 -1.704 0.137
N 1.084 -0.895 -1.347 -0.041
C -2.446 -0.239 -3.836 0.093
C 1.885 -1.485 -3.344 -0.045
H -2.375 -0.162 -4.892 0.152
H 1.948 -1.457 -4.440 0.152
C -3.543 -0.596 -3.039 0.116
C 2.523 -2.249 -2.407 -0.033
C -3.087 -0.527 -1.701 -0.040
C 2.004 -1.864 -1.164 -0.139
H -4.490 -0.851 -3.410 0.127
H 3.273 -2.994 -2.625 0.117
H -3.620 -0.735 -0.787 0.128
H 2.215 -2.167 -0.132 0.105
H -1.107 -0.777 1.486 -0.059
C 2.573 0.453 1.648 -0.184
H 2.898 -0.461 1.173 0.001
H 2.509 0.390 2.743 0.045
H 2.990 1.400 1.272 0.041

30
Properties=species:S:1:pos:R:3:nbo_charge:R:1 method="wB97M-V/def2-TZVPD" homo_energy_ha=-0.305 homo_lumo_gap_ha=0.323 smiles="Cc1cc(C)cc(C)c1.C=[Si](C)Br" spin_multiplicity=1 de_lowest_kj_mol=241.9
C -0.001 0.665 -0.992 -0.216
C 1.631 1.565 0.468 -0.231
C 0.461 1.735 -0.295 -0.016
C 0.703 -0.512 -1.193 0.006
C 2.363 0.340 0.342 -0.010
C 1.871 -0.713 -0.425 -0.231
C -0.393 2.977 -0.219 -0.634
C 0.247 -1.722 -2.015 -0.641
C 3.575 0.210 1.202 -0.641
C -3.544 -2.352 -0.464 -1.139
C -1.826 -0.556 1.838 -1.080
Si -2.990 -0.900 0.387 1.337
Br -4.007 1.045 -0.118 -0.325
H -0.985 0.636 -1.450 0.200
H 2.134 2.220 1.115 0.208
H -1.429 2.686 -0.382 0.230
H -0.189 3.443 0.818 0.213
H 0.067 3.701 -0.903 0.228
H 0.263 -2.585 -1.305 0.219
H -0.767 -1.696 -2.322 0.225
H 0.840 -1.851 -2.939 0.226
H 3.510 -0.387 2.131 0.225
H 4.472 -0.428 0.723 0.212
H 4.049 1.149 1.479 0.218
H -3.279 -3.317 -0.195 0.225
H 2.422 -1.647 -0.448 0.209
H -4.403 -2.218 -1.022 0.227
H -1.089 -1.249 1.800 0.246
H -1.290 0.345 1.697 0.261
H -2.419 -0.582 2.689 0.248

38
Properties=species:S:1:pos:R:3:lowdin_charge:R:1 method="wB97M-V/def2-TZVPD" homo_energy_ha=-0.016 homo_lumo_gap_ha=0.098 spin_multiplicity=1 charge=-2
K -19.661 -15.419 -5.557 0.718
C -16.017 -17.138 -8.846 -0.117
C -16.299 -16.512 -7.473 -0.533
O -17.516 -15.876 -7.366 -0.386
H -14.948 -17.037 -9.031 0.049
H -16.686 -16.700 -9.587 0.039
H -16.301 -18.190 -8.814 0.039
H -15.409 -15.900 -7.331 0.070
H -16.177 -17.257 -6.686 0.048
F -21.366 -13.969 -3.570 -0.897
F -18.430 -13.976 -3.578 -0.835
O -19.011 -19.229 -3.506 -0.328
S -17.636 -18.882 -3.047 0.633
O -17.293 -18.994 -1.694 -0.275
O -16.577 -19.819 -3.891 -0.299
C -16.703 -19.944 -5.322 -0.236
C -15.246 -20.172 -5.977 -0.050
C -17.159 -17.256 -3.693 -0.096
H -17.273 -19.118 -5.750 0.095
H -17.346 -20.804 -5.508 0.103
H -14.675 -19.252 -5.849 0.064
H -15.296 -20.221 -7.065 0.055
H -14.747 -21.091 -5.672 0.058
H -17.565 -17.164 -4.701 0.031
H -16.081 -17.203 -3.544 0.081
H -17.651 -16.499 -3.083 0.065
C -18.932 -15.275 -11.274 0.002
C -19.112 -14.853 -10.023 0.010
C -20.371 -14.733 -9.282 -0.338
O -20.557 -14.247 -8.142 0.081
C -21.419 -15.267 -10.155 0.028
C -21.308 -15.742 -11.463 0.037
C -20.000 -15.768 -12.161 -0.455
O -19.799 -16.088 -13.274 0.113
H -17.923 -15.358 -11.650 0.114
H -18.236 -14.669 -9.418 0.104
H -22.380 -15.356 -9.671 0.109
H -22.187 -16.158 -11.933 0.101

30
Properties=species:S:1:pos:R:3:nbo_charge:R:1 method="wB97M-V/def2-TZVPD" homo_energy_ha=-0.045 homo_lumo_gap_ha=0.158 spin_multiplicity=1 charge=-1
C 1.780 0.254 1.584 -0.615
C 1.315 -1.101 2.129 -0.391
C -0.182 -1.231 2.433 -0.403
C -1.130 -0.756 1.342 -0.218
N -2.522 -0.978 1.670 -0.712
C -3.385 0.245 1.499 -0.159
F -4.206 0.171 2.732 -0.504
H 2.703 0.147 1.008 0.194
H 1.041 0.709 0.925 0.219
H 1.989 0.954 2.396 0.195
H 1.603 -1.893 1.430 0.183
H 1.862 -1.299 3.057 0.188
H -0.438 -0.722 3.370 0.191
H -0.394 -2.295 2.591 0.192
H -0.876 -1.314 0.425 0.142
H -0.969 0.307 1.110 0.165
H -2.601 -1.257 2.648 0.325
H -2.697 1.085 1.782 0.020
C 0.175 1.880 -3.529 -0.220
C -0.748 1.108 -2.837 -0.227
C -0.333 -0.031 -2.161 -0.146
C 1.008 -0.389 -2.169 -0.224
C 1.932 0.383 -2.859 -0.228
C 1.515 1.518 -3.542 -0.228
H -0.149 2.771 -4.052 0.204
H -1.791 1.395 -2.810 0.221
H -1.051 -0.623 -1.611 0.227
H 1.332 -1.268 -1.624 0.209
H 2.979 0.105 -2.859 0.202
H 2.236 2.123 -4.078 0.201

31
Properties=species:S:1:pos:R:3:nbo_charge:R:1 method="wB97M-V/def2-TZVPD" homo_energy_ha="-0.231 / -0.364" homo_lumo_gap_ha="0.259 / 0.328" spin_multiplicity=3 de_lowest_kj_mol=0.0
C -0.253 1.092 2.450 0.208
C -1.214 1.345 -1.467 -0.410
C -1.961 0.554 -0.378 -0.413
C 0.626 1.675 0.140 -0.461
C 1.528 -0.963 -0.178 -0.292
C 0.252 1.004 -1.190 -0.214
C -0.032 0.746 1.130 0.042
C -0.847 -0.246 0.335 -0.049
C 0.190 -0.490 -0.792 -0.010
C -1.332 -1.452 1.111 -0.626
C -0.232 -1.427 -1.915 -0.621
N -0.397 1.380 3.559 -0.335
N 1.562 -0.750 1.245 -0.204
N 2.713 -0.266 1.696 -0.567
H -1.507 1.018 -2.463 0.210
H -1.389 2.420 -1.406 0.212
H -2.479 1.202 0.330 0.222
H -2.699 -0.122 -0.810 0.214
H 1.711 1.722 0.292 0.206
H 0.258 2.703 0.208 0.233
H 1.652 -2.039 -0.346 0.217
H 2.362 -0.446 -0.680 0.177
H 0.919 1.251 -2.016 0.217
H -0.485 -1.965 1.556 0.236
H -1.856 -2.137 0.449 0.208
H -2.015 -1.146 1.900 0.223
H 0.452 -1.327 -2.757 0.216
H -1.237 -1.216 -2.264 0.214
H -0.204 -2.459 -1.574 0.215
H 3.215 0.432 1.140 0.348
H 2.700 -0.092 2.692 0.385